1.
# C3H4ClF

An isolated molecule of C3H4ClF at a distorted geometry (wB97M-V/def2-TZVPD, OMol25).

Output
- frontier orbital gap (eV) = 11.0
- maximum force (eV/Å) = 4.16
- 2S+1 = 1
- E_LUMO (eV) = 1.11
- total energy (eV) = -18414.039
- energy relative to the best compared isomer or geometry (same formula, charge and spin) (eV) = 1.0348
- net charge = 0

CARTESIAN COORDINATES (ANGSTROEM)
F -1.4831 -1.3588 -0.0427
C -0.4637 -0.6513 0.4809
C -0.3430 0.8255 0.0177
C 0.6427 -0.1118 -0.5380
Cl 2.3294 -0.0843 0.0923
H -0.2011 -1.0150 1.4355
H -0.8578 1.2667 -0.7666
H 0.0099 1.5558 0.8082
H 0.3669 -0.4268 -1.4872

Results of the natural (NBO) charge analysis, in e, for atoms 1 through 8:
1. F -0.339
2. C 0.204
3. C -0.472
4. C -0.236
5. Cl -0.044
6. H 0.192
7. H 0.236
8. H 0.235


2.
# C56H38FeI4N6OS4

A structure of composition C56H38FeI4N6OS4 (wB97M-V/def2-TZVPD, OMol25).

Output
- frontier orbital gap (eV) = 4.0
- maximum force (eV/Å) = 0.43
- 2S+1 = 1
- E_LUMO (eV) = 2.75
- total energy (eV) = -179809.010
- energy relative to the best compared isomer or geometry (same formula, charge and spin) (eV) = 3.6130
- net charge = -2

CARTESIAN COORDINATES (ANGSTROEM)
Fe -0.9382 -0.4871 0.2105
I 6.2304 -5.6735 4.5086
C 4.7782 -4.5084 3.5584
C 3.4868 -4.4790 4.0611
C 2.5296 -3.7030 3.4267
C 2.8435 -2.9651 2.2857
C 4.1556 -2.9951 1.8141
C 5.1237 -3.7643 2.4410
C 1.7900 -2.1468 1.6365
C 1.0100 -1.3215 2.4909
C 1.4369 -0.6166 3.6579
C 0.7171 0.5685 3.6945
C -0.1469 0.5347 2.5712
C -2.3283 2.1010 1.6376
C -2.8089 3.4378 1.5360
C -4.1763 3.7139 1.2921
C -4.6602 5.0037 1.2072
C -3.7984 6.0843 1.3437
I -4.5240 8.0394 1.1965
C -2.4439 5.8573 1.5563
C -1.9646 4.5669 1.6539
C -3.1110 0.9245 1.6901
N -2.7033 -0.2184 1.1394
C -3.5677 -1.2360 1.5416
C -3.5678 -2.5074 1.0367
C -4.5586 -3.5065 1.4990
C -4.1221 -4.7746 1.8902
C -5.0125 -5.7426 2.3237
C -6.3683 -5.4500 2.3525
I -7.7255 -6.9096 2.9908
C -6.8359 -4.2130 1.9429
C -5.9296 -3.2529 1.5142
C -2.7504 -2.9100 -0.0828
C -3.0822 -3.8367 -1.0856
C -2.3039 -3.5161 -2.2059
C -1.5380 -2.4068 -1.8317
N -1.7813 -2.0877 -0.5486
C -0.5247 -1.4845 -2.4954
C 0.7288 -1.7462 -1.6890
C 1.7513 -2.7340 -1.9248
C 2.3220 -2.9772 -0.7145
C 1.6678 -2.1319 0.2572
N 0.7252 -1.3592 -0.4405
C -0.2591 -1.6832 -3.9707
C -0.1892 -2.9718 -4.4975
C 0.1350 -3.1898 -5.8277
C 0.3998 -2.1003 -6.6410
I 0.8790 -2.4156 -8.6562
C 0.3583 -0.8125 -6.1408
C 0.0324 -0.6110 -4.8064
C -4.5434 -0.6432 2.4528
C -4.3037 0.6819 2.4991
N -0.0114 -0.6249 1.9304
H 3.2245 -5.0557 4.9376
H 1.5164 -3.6728 3.8053
H 4.4271 -2.3789 0.9674
H 6.1388 -3.7728 2.0677
H 2.2407 -0.9088 4.3172
H 0.8222 1.3795 4.3982
H -4.8558 2.8884 1.1247
H -5.7115 5.1661 1.0049
H -1.7603 6.6912 1.6571
H -0.9078 4.4143 1.8350
H -3.0620 -4.9911 1.8547
H -4.6524 -6.7132 2.6377
H -7.8964 -3.9996 1.9372
H -6.2917 -2.3014 1.1483
H -3.8535 -4.5899 -1.0304
H -2.3733 -3.9709 -3.1796
H 1.9949 -3.1869 -2.8717
H 3.0947 -3.7001 -0.5078
H -0.3695 -3.8199 -3.8525
H 0.1822 -4.1969 -6.2197
H 0.5694 0.0385 -6.7735
H -0.0092 0.3992 -4.4245
H -5.3133 -1.1792 2.9849
H -4.8239 1.4308 3.0760
S -2.5621 1.4361 -4.2279
C -2.7103 0.4579 -2.8767
S -1.0768 0.2436 -1.9853
S -4.0227 -0.2880 -2.2270
C 4.0395 3.8713 2.0094
C 3.2198 2.5911 2.0944
C 3.5173 1.6104 0.9693
N 3.1816 2.1315 -0.3569
C 1.9695 1.8874 -0.8192
S -0.6392 1.7136 1.3333
N 1.6458 2.3174 -2.0871
C 2.3758 2.9455 -3.0908
O 2.2513 2.6448 -4.2576
C 3.2470 4.1077 -2.7090
C 4.4289 4.3222 -3.4087
C 5.2026 5.4381 -3.1320
C 4.7779 6.3581 -2.1822
C 3.5811 6.1622 -1.5064
C 2.8185 5.0317 -1.7602
H 3.8306 4.5350 2.8504
H 3.8188 4.4222 1.0946
H 5.1126 3.6571 2.0138
H 2.1494 2.8134 2.0694
H 3.4120 2.0830 3.0433
H 2.9281 0.7025 1.1034
H 4.5785 1.3371 0.9717
H 3.9094 2.6504 -0.8387
H 0.8086 1.8515 -2.4370
H 4.7212 3.6095 -4.1687
H 6.1295 5.6004 -3.6677
H 5.3786 7.2346 -1.9725
H 3.2399 6.8880 -0.7795
H 1.8844 4.8632 -1.2381

Results of the Löwdin charge analysis, in e, for atoms 1 through 8:
1. Fe 0.236
2. I 0.807
3. C -0.746
4. C -0.152
5. C -0.016
6. C -0.161
7. C -0.029
8. C -0.154


3.
# C15H16O11PS

A cluster of 3 separate species, C15H16O11PS in total at a distorted geometry (wB97M-V/def2-TZVPD, OMol25).

Output
- frontier orbital gap (eV) = 4.7
- maximum force (eV/Å) = 3.73
- 2S+1 = 1
- E_LUMO (eV) = 0.17
- total energy (eV) = -58461.184
- net charge = -1

CARTESIAN COORDINATES (ANGSTROEM)
C -0.6993 -1.8168 -3.1293
C 0.3361 -1.4779 -4.2583
P 2.1045 -1.7946 -3.7581
C 2.6671 -0.6085 -2.4363
S 2.1278 -3.7344 -2.7907
O 3.3468 -4.3588 -3.3357
O 0.9507 -4.5208 -3.1971
O 2.2542 -3.5814 -1.2954
H -1.6317 -1.2405 -3.3040
H -0.2307 -1.5608 -2.1689
H -0.9877 -2.8836 -3.1199
H 0.1506 -2.1234 -5.1441
H 0.2229 -0.4369 -4.6346
H 2.6886 -1.0902 -1.4324
H 2.0662 0.3190 -2.3543
H 3.7184 -0.3325 -2.6566
C -3.5816 0.7255 1.8271
C -2.8230 -0.1796 1.1950
C -2.4442 -0.0162 -0.2439
O -1.7406 -0.8502 -0.7702
C -2.9498 1.1558 -0.9583
C -3.7090 2.0549 -0.3260
C -4.0653 1.9044 1.1191
O -4.7462 2.7637 1.6530
O -4.1920 3.1407 -0.9519
O -2.3653 -1.2704 1.8132
H -3.8605 0.6202 2.8665
H -2.6838 1.2552 -2.0016
H -4.7031 3.6242 -0.2761
H -1.8436 -1.7553 1.1417
C 3.2836 1.6669 2.8724
C 2.7594 1.7615 4.0974
C 1.3405 1.3779 4.3757
O 0.9171 1.4660 5.5150
C 0.5224 0.9173 3.2603
C 1.0441 0.8242 2.0309
C 2.4718 1.1826 1.7567
O 2.9058 1.0671 0.6298
O 0.3157 0.4068 0.9912
O 3.4758 2.2040 5.1426
H 4.3079 1.9394 2.6602
H -0.5064 0.6592 3.4712
H 0.9175 0.4229 0.2193
H 2.8682 2.1735 5.9055

Results of the natural (NBO) charge analysis, in e, for atoms 1 through 8:
1. C -0.617
2. C -0.706
3. P 0.468
4. C -0.958
5. S 2.112
6. O -1.020
7. O -1.023
8. O -1.033


4.
# C3H10N3

A cluster of 2 separate species, C3H10N3 in total at a distorted geometry (wB97M-V/def2-TZVPD, OMol25).

Output
- frontier orbital gap (eV) = 10.8
- maximum force (eV/Å) = 3.61
- 2S+1 = 1
- E_LUMO (eV) = -3.62
- total energy (eV) = -7734.097
- energy relative to the best compared isomer or geometry (same formula, charge and spin) (eV) = 4.1679
- net charge = +1

CARTESIAN COORDINATES (ANGSTROEM)
C -0.9955 1.4562 -1.5284
C -0.1108 0.5463 -1.7805
C 0.8844 -0.5716 1.2422
N -0.3493 -0.5335 0.9851
N 1.8831 -1.3112 0.8570
N -0.8871 -1.4397 0.0970
H -0.9240 1.8970 -0.5146
H -1.6974 1.7623 -2.2771
H -0.1411 0.0460 -2.7668
H 0.6435 0.2402 -1.0170
H 0.9928 0.1779 2.0671
H 2.7976 -1.2253 1.2858
H 1.9410 -1.9946 0.1917
H -0.9216 -1.0427 -0.8848
H -1.9289 -1.6759 0.4734
H -0.3540 -2.3046 -0.0112

Results of the natural (NBO) charge analysis, in e, for atoms 1 through 8:
1. C -0.324
2. C -0.491
3. C 0.287
4. N -0.379
5. N -0.780
6. N -0.564
7. H 0.216
8. H 0.225


5.
# C3H4BrNO4

A cluster of 2 separate species, C3H4BrNO4 in total at a distorted geometry (wB97M-V/def2-TZVPD, OMol25).

Output
- frontier orbital gap (eV) = 8.1
- maximum force (eV/Å) = 5.78
- 2S+1 = 1
- E_LUMO (eV) = -1.13
- total energy (eV) = -82892.916
- energy relative to the best compared isomer or geometry (same formula, charge and spin) (eV) = 1.3506
- net charge = 0

CARTESIAN COORDINATES (ANGSTROEM)
O 1.5132 1.7422 -0.9228
N 0.6020 1.7628 -0.1268
O 0.3715 2.6312 0.7293
C -0.2759 0.6393 -0.0022
C -1.0923 0.3848 1.0766
O -1.6259 -0.8492 0.8257
C -1.1031 -1.3697 -0.3431
O -0.2186 -0.4635 -0.8947
H -1.2372 1.0038 1.9664
H -0.5831 -2.4525 -0.1384
H -1.8335 -1.7786 -1.1957
Br 2.9641 -1.2782 -0.1991
H 2.5188 0.0277 -0.7753

Results of the natural (NBO) charge analysis, in e, for atoms 1 through 8:
1. O -0.361
2. N 0.504
3. O -0.381
4. C 0.230
5. C 0.153
6. O -0.463
7. C 0.231
8. O -0.473


6.
# C6H11NO

An isolated molecule of C6H11NO at a distorted geometry (wB97M-V/def2-TZVPD, OMol25).

Output
- frontier orbital gap (eV) = 5.6
- maximum force (eV/Å) = 4.98
- 2S+1 = 1
- E_LUMO (eV) = -1.37
- total energy (eV) = -9932.816
- energy relative to the best compared isomer or geometry (same formula, charge and spin) (eV) = 5.6385
- net charge = 0

CARTESIAN COORDINATES (ANGSTROEM)
C 1.5950 -1.0653 -1.2104
N 0.1966 -0.7870 -0.7820
C -1.5778 1.3854 -1.6734
C -1.4247 1.7157 -0.2748
C -1.4719 0.1403 0.6533
C -0.1626 -0.4930 0.5289
C 0.7348 -0.6061 1.5965
O 1.9741 -0.5446 1.5358
H 1.9420 -2.0374 -0.7878
H 2.2006 -0.2147 -0.9208
H 1.6054 -1.2000 -2.2786
H -2.6660 1.4232 -1.9134
H -0.7567 1.6226 -2.3227
H -2.1012 2.3792 0.2607
H -0.3515 1.8973 -0.1637
H -2.3117 -0.4462 0.2759
H -1.4737 0.4703 1.6971
H -0.2283 0.0126 -1.3311
H 0.3675 -0.3760 2.6242

Results of the natural (NBO) charge analysis, in e, for atoms 1 through 8:
1. C -0.417
2. N -0.543
3. C -0.520
4. C -0.405
5. C -0.444
6. C 0.105
7. C 0.314
8. O -0.524